C3H6N2O | ωB97M-V/def2-TZVPD

Geometry (Å):
N 1.5766 -0.2666 0.3815
C 0.4731 0.0496 -0.5046
C -0.7412 -0.9521 -0.7176
O -1.6644 0.0451 -0.2017
C -0.6217 0.8636 0.1463
N -0.5782 1.8430 0.9276
H 1.5304 0.0876 1.3127
H 2.0604 -1.1177 0.1649
H 1.2418 0.5167 -1.1322
H -1.0745 -1.3004 -1.6998
H -0.7083 -1.7960 -0.0129
H -1.4940 2.0272 1.3357

The total energy is -8233.80034 eV. The calculation puts the HOMO-LUMO gap at 10.078 eV. The highest occupied orbital energy comes out at -9.09 eV. The relative energy (zero: lowest compared OMol25 entry of this formula, charge and spin) is 2.898 eV. The value obtained for the LUMO energy is 0.9920 eV.